25
Properties=species:S:1:pos:R:3:mulliken_spin:R:1 method="wB97M-V/def2-TZVPD" homo_ev="-15.93 / -17.89" spin_multiplicity=3 orbital_gap_ev="7.453 / 6.204" total_charge=+2 e_lumo_ev="-8.48 / -11.69"
C 2.772 -1.216 2.171 0.2447
C 1.833 -2.222 2.141 0.5606
C 2.548 0.045 1.672 0.3511
C 1.459 -3.414 2.294 0.2352
C -2.648 -0.829 -0.482 0.0034
C -1.042 0.452 -1.098 0.0618
C 1.427 0.460 0.877 0.0407
C 1.768 1.793 0.294 0.0025
C -3.046 0.711 -2.461 0.0010
N -1.692 -1.073 0.344 0.0036
N -2.299 0.087 -1.441 0.0274
N 0.410 -0.363 0.752 0.3427
N -0.662 -0.225 -0.010 -0.0310
H 3.638 -1.272 2.735 0.0451
H 2.155 -4.194 2.120 0.0706
H 3.413 0.751 1.907 0.0002
H 0.646 -3.923 2.478 0.0457
H -3.553 -1.403 -0.316 0.0007
H -0.434 1.124 -1.540 0.0024
H 1.723 1.907 -0.775 -0.0063
H 0.968 2.531 0.420 -0.0013
H 2.725 2.254 0.592 -0.0025
H -2.795 0.265 -3.359 0.0011
H -4.075 0.577 -2.153 0.0002
H -3.080 1.856 -2.309 0.0003